No. 1
DFT (ωB97M-V/def2-TZVPD) results for a structure of composition C44H46GeN2O2PdS2Te at a distorted geometry.

Values from the calculation:
Total charge: +1
ΔE to the lowest compared entry with this formula, charge and spin: 289.7 kJ/mol
Orbital gap (alpha / beta): 0.215 / 0.190 Ha
Highest occupied orbital energy (alpha / beta): -10.35 / -10.34 eV
Spin multiplicity: 2
Calculated total energy: -5233.14824 Ha

Last column: Löwdin spin population.
Cartesian coordinates (Å):
C (-1.817, 0.467, -4.598)  0.000
C (1.832, 2.543, -3.474)  0.056
N (-0.915, -2.846, 1.186)  0.001
C (-0.492, -1.172, 4.408)  0.000
H (-0.020, -1.847, -6.290)  0.000
H (1.748, -2.238, 0.017)  0.000
H (-2.669, 1.788, -0.168)  0.000
C (2.469, -2.380, -0.783)  0.001
C (4.331, -2.714, -2.818)  0.001
H (-1.949, -5.065, 0.782)  0.000
H (-2.349, -3.613, 2.990)  0.000
C (3.842, 1.768, -2.403)  0.035
H (1.936, 0.671, 1.440)  0.000
C (3.559, -1.563, -2.774)  0.001
H (4.491, 4.421, -4.403)  0.002
H (-1.746, -5.928, -0.748)  0.000
Te (1.246, 2.708, -0.234)  0.540
H (1.423, -1.608, -4.301)  0.000
C (-2.307, 3.058, 6.304)  0.000
C (-1.517, 4.440, 1.610)  0.013
H (-3.556, 3.633, -1.575)  0.000
C (4.569, 2.752, -3.057)  0.001
H (-2.732, 1.042, -4.677)  0.000
H (-0.691, -0.481, 6.429)  0.000
C (-1.287, -5.205, -0.074)  0.000
Ge (1.376, 0.133, -1.796)  0.011
C (-1.550, 2.265, 3.780)  0.002
H (3.684, -0.792, -3.526)  0.001
C (2.617, -1.399, -1.761)  0.005
H (-0.691, -4.869, -2.560)  0.000
O (-1.841, 0.565, 1.729)  0.003
H (-0.223, 2.945, 6.810)  0.000
C (-1.050, -1.169, 5.674)  0.000
H (2.523, 4.741, 1.073)  0.011
H (3.127, -4.302, -0.079)  0.000
H (4.355, 1.071, -1.748)  0.001
C (-3.266, 2.903, 5.309)  0.000
H (-3.192, -4.936, -2.461)  0.000
C (-1.459, -0.410, -5.613)  -0.001
C (3.242, -3.533, -0.832)  0.000
C (-2.543, -2.934, 5.017)  0.000
H (3.644, 4.023, -0.126)  0.003
C (-0.298, -1.159, -5.502)  0.000
C (-2.472, 2.823, 0.087)  0.003
C (-1.119, -2.793, -0.095)  0.003
H (-3.173, 5.982, -0.908)  0.000
H (-0.736, -3.110, -2.651)  0.000
H (-2.626, -4.091, -3.909)  0.000
C (-2.034, 5.466, 0.833)  0.000
N (-1.209, -3.937, -0.796)  0.002
H (-1.286, 1.284, -2.690)  -0.001
H (-3.627, 2.357, 3.256)  0.000
C (0.518, -1.019, -4.385)  0.001
H (-2.086, -0.510, -6.489)  0.000
S (-1.012, 1.736, 2.146)  0.018
H (0.730, -5.927, -0.434)  0.000
H (-4.306, 3.109, 5.523)  0.000
C (-2.083, -2.045, 5.978)  0.000
H (0.459, 2.245, 4.530)  0.000
C (-2.986, 3.857, -0.683)  0.000
C (0.178, -0.135, -3.368)  0.005
H (-3.339, -3.627, 5.257)  0.000
C (-2.892, 2.497, 4.039)  0.001
H (5.059, -2.845, -3.609)  0.000
H (0.538, -4.973, 1.049)  0.000
H (3.334, 1.141, 0.456)  0.006
C (0.066, -5.715, 0.406)  0.000
C (-1.991, -2.930, 3.747)  0.000
H (5.638, 2.829, -2.898)  -0.001
C (2.469, 1.633, -2.620)  0.081
H (2.363, 5.156, -0.653)  0.000
H (-0.074, -6.630, 0.983)  0.000
C (-2.765, 5.177, -0.312)  0.003
C (-2.668, -4.049, -2.820)  0.001
H (4.783, -4.588, -1.886)  0.000
C (-0.415, -1.963, 2.048)  0.000
H (2.056, 4.214, -4.793)  -0.001
C (2.632, 4.375, 0.054)  0.033
C (4.170, -3.697, -1.850)  0.000
S (-1.550, -1.324, -0.968)  0.028
C (-1.253, -3.983, -2.257)  0.000
C (-1.002, 0.602, -3.486)  0.000
C (3.926, 3.641, -3.908)  0.039
H (-3.237, -3.167, -2.529)  0.000
H (0.320, -0.502, 4.153)  0.000
C (-1.743, 3.123, 1.229)  0.023
C (2.557, 3.530, -4.120)  -0.004
C (-0.585, 2.423, 4.762)  0.000
C (-0.968, 2.820, 6.035)  0.000
H (-1.865, 6.496, 1.119)  0.000
C (-0.965, -2.042, 3.432)  0.000
C (2.501, 1.519, 1.050)  0.025
Pd (-0.158, 0.371, 0.036)  0.041
H (0.767, 2.460, -3.654)  0.000
H (-2.609, 3.375, 7.293)  0.000
O (0.528, -1.193, 1.765)  0.001
H (-2.526, -2.037, 6.965)  0.000
H (2.870, 2.145, 1.859)  0.004
H (-0.956, 4.670, 2.508)  0.000



No. 2
DFT (ωB97M-V/def2-TZVPD) results for a structure of composition C36H40BCuNP2 at a distorted geometry.

Values from the calculation:
Orbital gap (alpha / beta): 0.268 / 0.195 Ha
Highest occupied orbital energy (alpha / beta): -7.37 / -7.37 eV
Spin multiplicity: 2
Calculated total energy: -3798.31087 Ha

Last column: Löwdin spin population.
Cartesian coordinates (Å):
H (-1.703, 1.058, 2.156)  0.000
C (5.353, 4.953, -0.567)  0.000
H (-5.194, 0.114, 2.780)  0.000
C (2.840, 0.538, -0.312)  0.000
C (3.351, -1.964, -4.710)  0.000
C (-0.169, -1.716, -3.790)  0.002
C (0.866, 3.023, 3.318)  -0.001
C (6.150, 3.156, 0.828)  0.000
C (-3.922, -3.110, 2.101)  0.000
H (4.777, 1.543, 1.191)  0.000
H (-1.512, -4.765, -3.069)  0.000
C (5.720, -0.471, -4.615)  0.000
C (6.383, 4.379, 0.200)  0.000
C (-1.031, -2.807, -3.859)  0.001
H (-3.458, -2.358, 4.524)  0.000
C (4.130, 4.298, -0.716)  0.000
N (-3.378, 2.054, 0.235)  0.054
H (1.175, 3.562, 4.217)  0.000
H (-6.679, 2.449, 0.406)  0.001
C (-3.574, -0.369, 3.758)  0.000
H (3.229, 0.277, 0.683)  0.000
H (-2.962, 0.518, 3.972)  0.000
C (-0.344, 2.315, 3.318)  0.001
C (4.620, -0.100, -3.836)  0.000
C (-5.075, -3.304, 2.791)  0.000
C (-1.950, 1.044, -2.367)  0.361
H (1.871, -2.796, -1.265)  0.000
H (-0.189, 0.978, 0.167)  0.009
H (-3.802, -3.534, 1.068)  0.000
C (-5.791, -2.791, 4.057)  0.000
P (1.961, -0.194, -2.858)  0.000
C (5.633, -1.597, -5.454)  0.000
C (4.453, -2.345, -5.486)  0.000
H (2.614, 3.575, 2.186)  0.000
C (1.066, -2.798, -2.003)  0.000
H (-0.983, 1.315, -2.831)  0.046
H (-1.851, -2.803, -4.581)  0.000
H (-1.704, -2.727, 2.322)  0.000
H (6.487, -1.876, -6.086)  0.000
C (-0.742, 1.582, 2.189)  0.000
H (7.351, 4.891, 0.296)  0.000
H (4.706, 0.761, -3.180)  0.000
H (-6.315, 0.715, 1.597)  0.001
H (-1.000, 2.318, 4.188)  0.000
H (-2.607, -1.451, 1.700)  0.000
H (-6.830, -3.222, 4.054)  0.000
H (-5.628, -4.163, 2.355)  0.000
C (-5.983, -1.227, 4.272)  0.000
C (0.080, 1.559, 1.060)  0.011
H (2.451, -2.563, -4.756)  0.000
H (6.944, 2.708, 1.430)  0.000
H (-1.987, -0.043, -2.133)  0.021
H (-0.314, -0.857, -4.448)  0.001
C (-4.898, -0.409, 3.675)  0.000
C (2.832, -0.414, -1.288)  0.000
Cu (-1.755, 1.958, -0.705)  0.443
H (-6.936, -0.902, 3.795)  0.000
H (5.517, 5.915, -1.047)  0.000
C (-0.841, -3.908, -3.013)  0.000
C (0.207, -3.904, -2.083)  0.001
C (-4.486, 1.928, 0.624)  0.018
P (2.275, 2.244, -0.524)  0.003
C (1.283, 2.302, 1.045)  0.000
H (3.339, 4.735, -1.330)  0.000
H (-1.876, -1.677, 4.395)  0.000
C (0.887, -1.700, -2.853)  0.001
C (3.899, 3.066, -0.081)  0.001
H (-5.306, -3.156, 4.974)  0.000
B (-5.968, 1.870, 1.213)  0.004
H (4.397, -3.230, -6.132)  0.000
H (3.372, -1.367, -1.149)  0.000
H (6.646, 0.106, -4.586)  0.000
H (-5.976, 2.513, 2.253)  0.003
H (0.365, -4.755, -1.417)  0.000
H (-6.108, -1.003, 5.361)  0.000
C (3.415, -0.823, -3.895)  0.000
H (-2.864, 1.308, -2.945)  0.019
C (4.922, 2.499, 0.695)  0.000
C (1.672, 3.030, 2.173)  0.000
C (-2.848, -1.694, 3.893)  0.000
C (-2.698, -2.267, 2.457)  0.000



No. 3
DFT (ωB97M-V/def2-TZVPD) results for a cluster of 5 separate species, C3H16NO3S in total at a distorted geometry.

Values from the calculation:
ΔE to the lowest compared entry with this formula, charge and spin: 97.5 kJ/mol
Orbital gap (alpha / beta): 0.334 / 0.185 Ha
Highest occupied orbital energy (alpha / beta): -9.06 / -8.80 eV
Spin multiplicity: 2
Calculated total energy: -802.43826 Ha

Last column: natural (NBO) charge in e.
Cartesian coordinates (Å):
C (0.061, -2.211, -1.635)  -0.604
N (2.076, -0.266, -0.688)  -0.816
H (-2.565, -2.074, 1.283)  0.474
H (-0.918, -2.710, -1.539)  0.215
H (-1.098, 2.268, -0.679)  0.458
S (0.066, 1.649, 1.155)  -0.068
H (1.530, -0.016, -2.807)  0.183
H (-1.583, 2.976, -1.786)  0.459
H (-1.090, -1.682, 1.951)  0.507
C (-0.124, -0.700, -1.538)  -0.406
H (0.082, 0.127, 2.411)  0.448
O (-1.603, -1.861, 1.126)  -0.993
C (1.112, 0.107, -1.768)  -0.225
O (0.106, -0.772, 3.010)  -0.991
H (3.000, -0.011, -0.909)  0.362
H (-0.298, -0.287, -0.520)  0.184
O (-1.281, 2.063, -1.630)  -0.928
H (0.810, -2.523, -0.898)  0.223
H (-0.917, -0.537, -2.267)  0.217
H (0.439, -2.492, -2.664)  0.188
H (0.146, -0.367, 3.906)  0.473
H (1.701, 0.217, 0.154)  0.337
H (0.971, 1.223, -1.650)  0.185
H (0.131, 2.744, 1.946)  0.119



No. 4
DFT (ωB97M-V/def2-TZVPD) results for a cluster of 2 separate species, C2H8N2PS in total at a distorted geometry.

Values from the calculation:
Total charge: +1
ΔE to the lowest compared entry with this formula, charge and spin: 238.7 kJ/mol
Orbital gap: 0.324 Ha
Highest occupied orbital energy: -13.37 eV
Calculated total energy: -929.71763 Ha

Last column: natural (NBO) charge in e.
Cartesian coordinates (Å):
H (2.559, 1.521, -0.198)  0.422
H (-1.115, 1.859, 1.441)  0.397
H (-1.071, -1.785, -0.576)  0.254
N (1.644, 1.621, -0.667)  -0.702
S (1.210, -0.935, -0.139)  0.447
H (1.731, 2.437, -1.208)  0.438
C (0.811, 0.579, -0.773)  0.040
H (-0.883, 0.403, 3.571)  -0.103
H (0.250, -3.042, -0.226)  0.258
P (-0.708, -0.138, 2.329)  0.919
H (0.024, -2.502, -1.713)  0.253
C (0.037, -2.177, -0.720)  -0.746
N (-0.776, 0.916, 1.238)  -1.156
H (-0.133, 0.581, -1.429)  0.279